1.
A molecular structure, C6H17INO3Pd, computed with ωB97M-V/def2-TZVPD.

Positions of all 29 atoms, in Å:
Pd  -1.836  -4.321  1.860
I  -1.092  -1.784  2.766
C  1.855  1.822  -0.466
C  1.548  0.324  -0.650
C  2.370  -0.122  -1.866
O  1.879  -1.490  -2.147
C  2.727  -2.354  -2.855
N  1.775  -0.499  0.547
H  2.894  2.066  -0.691
H  1.771  2.298  0.512
H  1.355  2.446  -1.206
H  0.592  0.283  -1.171
H  3.444  -0.260  -1.745
H  2.231  0.597  -2.673
H  2.444  -3.406  -2.885
H  3.696  -2.336  -2.356
H  2.937  -1.985  -3.859
H  0.931  -0.510  1.103
H  1.874  -1.475  0.308
C  -3.968  1.086  1.068
C  -3.292  1.648  2.337
O  -1.850  1.488  2.125
O  -3.776  -0.337  1.016
H  -3.651  1.631  0.179
H  -5.023  1.267  1.274
H  -3.673  1.168  3.239
H  -3.480  2.722  2.340
H  -1.570  0.575  2.217
H  -3.112  -0.542  1.679

- ⟨S²⟩: 2.0163
- Kohn-Sham gap (alpha / beta): 7.26 / 2.97 eV
- Highest occupied orbital energy (alpha / beta): -12.59 / -11.88 eV
- Lowest unoccupied orbital energy (alpha / beta): -0.1956 / -0.3272 Eh
- Charge: +1
- Multiplicity: 3

2.
A single C4H7BrN2S molecule, computed with ωB97M-V/def2-TZVPD.

Positions of all 15 atoms, in Å:
C  -1.454  1.087  -0.430
C  -0.124  0.361  -0.083
C  1.045  1.280  -0.091
Br  2.764  0.348  -0.376
N  -0.176  -0.240  1.323
N  0.037  -1.435  1.364
C  0.360  -2.176  0.229
S  -0.083  -1.081  -1.182
H  -1.648  1.095  -1.511
H  -1.558  2.089  -0.133
H  -2.279  0.658  0.054
H  1.005  1.500  1.012
H  1.055  2.140  -0.665
H  1.386  -2.528  0.335
H  -0.328  -3.097  0.153

- Kohn-Sham gap: 9.72 eV
- Highest occupied orbital energy: -9.03 eV
- Lowest unoccupied orbital energy: 0.0252 Eh
- SMILES: C[C@@]1(CBr)N=NCS1
- Charge: 0

3.
2 unconnected molecules or ions with the total composition C4H12NPS, computed with ωB97M-V/def2-TZVPD.

Positions of all 19 atoms, in Å:
C  1.746  -0.192  0.415
C  0.235  0.964  1.843
C  0.048  -1.291  -1.517
C  -1.699  1.100  -1.053
N  0.500  0.470  0.501
P  -0.899  -0.292  -0.185
S  -2.025  -2.491  1.309
H  2.221  -0.273  -0.589
H  2.505  0.397  0.876
H  1.836  -1.359  0.788
H  -0.080  0.123  2.447
H  1.154  1.483  2.236
H  -0.657  1.633  1.916
H  0.624  -0.523  -2.098
H  0.781  -1.892  -1.009
H  -0.573  -1.824  -2.275
H  -2.673  0.695  -1.212
H  -1.785  1.957  -0.390
H  -1.258  1.315  -2.002

- ⟨S²⟩: 2.0069
- Kohn-Sham gap (alpha / beta): 8.22 / 6.99 eV
- Highest occupied orbital energy (alpha / beta): -7.35 / -8.30 eV
- Lowest unoccupied orbital energy (alpha / beta): 0.0319 / -0.0483 Eh
- Charge: 0
- Multiplicity: 3

4.
2 unconnected molecules or ions with the total composition C11H15N, computed with ωB97M-V/def2-TZVPD.

Positions of all 27 atoms, in Å:
C  -1.612  -1.844  -0.894
C  -2.563  -1.647  0.283
H  -1.245  -2.872  -0.937
H  -2.090  -1.573  -1.831
H  -0.693  -1.266  -0.802
H  -2.485  -0.636  0.680
H  -2.329  -2.325  1.107
H  -3.591  -1.871  0.034
C  -0.653  3.013  0.034
C  0.723  0.830  0.388
C  0.127  1.847  -0.383
C  1.524  0.081  -0.494
C  0.478  1.583  -1.741
C  0.670  0.396  1.723
C  2.367  -0.926  -0.122
C  1.415  -0.709  2.115
C  2.258  -1.352  1.217
N  1.307  0.566  -1.797
H  -0.019  0.828  2.436
H  -0.894  3.744  -0.739
H  -0.161  3.635  0.780
H  0.232  2.104  -2.655
H  1.757  0.300  -2.661
H  3.072  -1.350  -0.815
H  1.260  -1.104  3.107
H  2.788  -2.246  1.516
H  -1.642  2.797  0.451

- ⟨S²⟩: 0.7729
- Kohn-Sham gap (alpha / beta): 9.23 / 6.70 eV
- Highest occupied orbital energy (alpha / beta): -12.92 / -13.56 eV
- Lowest unoccupied orbital energy (alpha / beta): -0.1357 / -0.2522 Eh
- Charge: +1
- Multiplicity: 2

ΔE to the lowest compared entry with this formula, charge and spin for every record listed, in sequence, given in kcal per mole: 139.23 0.00 0.00 3.00.